Below is a molecular structure, C3H3O2Tl at a distorted geometry, with properties calculated with wB97M-V/def2-TZVPD.

Computed properties:
ΔE to the lowest compared entry with this formula, charge and spin = 0.0 kJ/mol
orbital gap (alpha / beta) = 8.1 / 7.1 eV
F_max = 0.2122 hartree/bohr
total charge = +2
E = -11922.9937 eV
HOMO (alpha / beta) = -20.68 / -19.58 eV

Cartesian coordinates (Å):
O 0.051 0.516 0.134
C 3.571 -0.211 -0.469
O 4.527 -0.791 -0.546
Tl 1.777 0.762 0.536
C -1.060 -0.200 0.176
C -2.300 0.272 -0.035
H -0.917 -1.282 0.322
H -3.151 -0.407 0.021
H -2.497 1.341 -0.140

Forces on the atoms, in the same order (eV/Å):
-10.520 -1.583 -2.434
2.277 -1.409 -0.657
-1.164 0.828 0.028
8.022 1.876 2.893
3.816 -1.822 0.320
-2.622 1.896 0.081
-0.020 0.401 0.131
0.188 0.031 -0.233
0.022 -0.219 -0.129